(1)
Here is C54H54FIrN5O9 as an isolated structure from the Open Molecules 2025 dataset. Energies are from wB97M-V/def2-TZVPD.

Its maximum force is 0.016 Eh/bohr. For the energy above the lowest of the compared OMol25 structures with the same formula, charge and spin, the calculation gives 14.82 kcal per mole. The net charge is +1. The calculation puts the HOMO energy at -9.12 eV.

Last column: Löwdin charge in e.
Element x y z (Å)
1 Ir -0.433 0.640 1.633  1.509
2 C -4.384 3.566 -3.236  -0.057
3 C -3.449 4.621 -2.667  -0.184
4 N -2.370 4.042 -1.859  -0.024
5 C -2.568 3.899 -0.528  0.049
6 C -1.705 3.274 0.318  -0.029
7 C -2.062 3.139 1.790  -0.576
8 O -2.978 3.816 2.222  0.072
9 O -1.386 2.289 2.499  -0.171
10 C -0.482 2.780 -0.215  -0.301
11 O 0.390 2.242 0.505  -0.083
12 C -0.267 2.899 -1.646  -0.048
13 C 0.878 2.321 -2.204  0.100
14 C 1.018 2.320 -3.558  -0.187
15 F 2.122 1.782 -4.113  0.083
16 C 0.038 2.858 -4.406  -0.153
17 C -1.074 3.461 -3.851  0.066
18 C -1.242 3.493 -2.457  -0.108
19 N 0.147 2.764 -5.822  -0.096
20 C 0.742 1.570 -6.393  -0.146
21 C 0.224 1.395 -7.807  -0.077
22 N 0.590 2.629 -8.597  0.060
23 C 0.030 3.879 -7.967  -0.084
24 C 0.533 3.962 -6.538  -0.138
25 H -5.182 4.042 -3.805  0.084
26 H -4.839 2.988 -2.432  0.085
27 H -3.862 2.870 -3.893  0.067
28 H -3.993 5.301 -2.014  0.127
29 H -3.000 5.235 -3.447  0.116
30 H -3.486 4.312 -0.125  0.154
31 H 1.615 1.855 -1.559  0.142
32 H -1.830 3.847 -4.518  0.114
33 H 0.463 0.694 -5.808  0.147
34 H 1.841 1.612 -6.412  0.134
35 H -0.862 1.325 -7.829  0.142
36 H 0.665 0.538 -8.311  0.141
37 H 0.272 2.543 -9.563  0.184
38 H 1.610 2.704 -8.626  0.183
39 H -1.053 3.773 -7.995  0.141
40 H 0.339 4.727 -8.575  0.140
41 H 0.102 4.842 -6.065  0.141
42 H 1.629 4.096 -6.544  0.144
43 C 4.231 -3.962 1.056  0.026
44 C 2.787 -4.092 1.487  -0.560
45 C 2.427 -5.488 1.966  0.022
46 O 1.911 -3.740 0.400  -0.037
47 C 1.021 -2.692 0.778  -0.123
48 C 1.227 -2.656 2.309  -0.154
49 O 2.539 -3.140 2.506  -0.008
50 C 0.897 -1.433 3.189  -0.375
51 O -0.368 -1.034 2.698  -0.299
52 C 0.698 -1.975 4.614  -0.132
53 C -0.578 -2.344 5.031  -0.031
54 C -0.786 -2.862 6.302  -0.079
55 C 0.281 -3.024 7.172  -0.088
56 C 1.557 -2.673 6.756  -0.069
57 C 1.764 -2.153 5.486  -0.009
58 C 1.873 -0.259 3.267  -0.156
59 C 3.239 -0.296 3.021  -0.033
60 C 4.001 0.859 3.158  -0.071
61 C 3.415 2.066 3.515  -0.076
62 C 2.056 2.108 3.800  -0.057
63 C 1.309 0.943 3.707  -0.084
64 C 1.174 -1.462 -0.184  -0.357
65 O 0.726 -0.267 0.341  -0.328
66 C 0.319 -1.771 -1.441  -0.112
67 C -0.430 -0.746 -2.008  -0.049
68 C -1.184 -0.947 -3.157  -0.096
69 C -1.213 -2.196 -3.761  -0.104
70 C -0.497 -3.237 -3.187  -0.069
71 C 0.254 -3.030 -2.037  -0.027
72 C 2.625 -1.209 -0.648  -0.105
73 C 3.275 -2.044 -1.556  -0.038
74 C 4.573 -1.784 -1.965  -0.085
75 C 5.256 -0.680 -1.473  -0.095
76 C 4.614 0.167 -0.584  -0.075
77 C 3.308 -0.090 -0.186  -0.035
78 H 4.427 -4.609 0.202  0.097
79 H 4.887 -4.256 1.876  0.096
80 H 4.444 -2.932 0.775  0.078
81 H 2.541 -6.202 1.151  0.093
82 H 1.392 -5.514 2.306  0.090
83 H 3.077 -5.780 2.790  0.094
84 H 0.000 -3.052 0.624  0.158
85 H 0.506 -3.404 2.670  0.158
86 H -1.406 -2.233 4.341  0.103
87 H -1.786 -3.143 6.611  0.100
88 H 0.122 -3.423 8.164  0.101
89 H 2.399 -2.800 7.424  0.104
90 H 2.766 -1.883 5.178  0.117
91 H 3.707 -1.216 2.706  0.112
92 H 5.066 0.813 2.968  0.107
93 H 4.016 2.963 3.588  0.102
94 H 1.577 3.030 4.100  0.113
95 H 0.306 0.930 4.114  0.113
96 H -0.427 0.213 -1.513  0.082
97 H -1.766 -0.127 -3.566  0.093
98 H -1.807 -2.368 -4.650  0.094
99 H -0.532 -4.226 -3.627  0.105
100 H 0.783 -3.864 -1.595  0.114
101 H 2.773 -2.917 -1.946  0.106
102 H 5.056 -2.453 -2.666  0.102
103 H 6.275 -0.484 -1.781  0.099
104 H 5.128 1.036 -0.191  0.103
105 H 2.807 0.587 0.488  0.100
106 O -3.637 -0.308 7.577  -0.029
107 C -4.676 -0.738 6.728  -0.238
108 N -4.101 -0.731 5.404  0.106
109 C -4.882 -0.689 4.305  -0.444
110 O -6.099 -0.705 4.345  0.081
111 C -4.166 -0.628 2.985  -0.076
112 C -4.787 -1.162 1.862  0.029
113 C -4.137 -1.104 0.644  -0.014
114 C -2.892 -0.503 0.578  -0.061
115 N -2.316 0.034 1.656  -0.106
116 C -2.935 -0.024 2.844  -0.034
117 H -3.995 -0.148 8.455  0.095
118 H -5.537 -0.066 6.734  0.131
119 H -5.015 -1.746 6.997  0.133
120 H -3.101 -0.858 5.344  0.124
121 H -5.768 -1.606 1.967  0.131
122 H -4.573 -1.521 -0.251  0.114
123 H -2.328 -0.444 -0.343  0.102
124 H -2.431 0.456 3.669  0.132

Force components x, y, z for each atom (eV/Å):
0.6 0.2 -0.5
0.0 0.0 0.0
0.0 0.1 0.0
0.0 -0.1 -0.1
0.0 -0.1 0.1
0.0 0.0 -0.2
-0.1 -0.3 0.2
0.1 0.1 -0.1
0.1 0.0 0.5
-0.2 0.1 0.4
0.1 0.1 -0.2
0.0 0.1 0.0
0.0 0.0 0.0
0.0 0.1 0.0
0.0 0.0 0.0
0.1 -0.1 0.0
0.0 0.0 0.0
-0.1 0.0 0.0
-0.2 0.1 -0.1
0.0 0.0 0.0
0.0 0.0 0.0
0.0 0.0 0.0
0.0 0.0 0.0
0.1 0.0 0.0
0.0 0.0 0.0
0.0 0.0 0.0
0.0 0.0 0.0
0.0 0.0 0.0
0.0 0.0 0.0
0.0 0.0 0.0
0.0 0.0 0.0
0.0 0.0 0.0
0.0 0.0 0.0
0.0 0.0 0.0
0.0 0.0 0.0
0.0 0.0 0.0
0.0 0.0 0.0
0.0 0.0 0.0
0.0 0.0 0.0
0.0 0.0 0.0
0.0 0.0 0.0
0.0 0.0 0.0
0.0 -0.1 0.0
-0.1 0.1 0.0
0.0 0.0 0.0
0.1 0.0 0.1
0.0 0.1 0.0
0.1 0.0 0.1
0.1 0.1 -0.2
-0.1 -0.1 -0.1
-0.4 0.2 0.5
-0.1 0.0 0.0
0.0 0.0 0.0
0.0 0.0 0.0
0.0 0.0 0.0
0.0 0.0 0.0
0.0 0.0 0.0
-0.2 0.0 -0.1
0.0 0.0 -0.2
0.0 0.0 0.0
-0.1 0.0 -0.1
0.2 -0.1 -0.1
0.1 0.0 0.5
-0.2 -0.1 0.1
0.4 -0.1 0.1
0.0 0.0 0.0
0.0 0.0 0.0
0.0 0.0 0.0
0.0 0.0 0.0
0.0 0.0 0.0
0.0 0.0 0.0
0.0 -0.1 0.0
0.0 0.0 0.0
0.0 0.0 0.0
0.0 0.0 0.0
0.0 0.0 0.0
0.0 0.0 0.0
0.0 0.0 0.0
0.0 0.0 0.0
0.0 0.0 0.0
0.0 0.0 0.0
0.0 0.0 0.0
0.0 0.0 0.0
0.0 0.1 0.0
0.1 0.0 0.0
0.0 0.0 0.0
0.0 0.0 0.0
0.0 0.0 0.0
0.0 0.0 0.0
0.0 0.0 0.0
0.0 0.0 0.0
0.0 0.0 0.0
0.0 0.0 0.0
0.0 0.0 0.1
-0.1 0.1 -0.1
0.0 0.0 0.0
0.0 0.0 0.0
0.0 0.0 0.0
0.0 0.0 0.0
0.0 0.0 0.0
0.0 0.0 0.0
0.0 0.0 0.0
0.0 0.0 0.0
0.0 0.0 0.0
0.0 0.0 0.1
0.0 0.0 0.0
0.0 0.0 0.0
0.0 0.0 0.0
0.0 0.0 0.0
0.0 0.0 0.0
-0.1 0.0 -0.1
0.0 0.0 0.1
0.1 0.1 0.0
-0.2 0.0 -0.1
-0.2 -0.3 -0.4
0.0 0.0 -0.1
0.0 0.0 0.0
0.0 0.0 0.0
0.0 0.0 0.0
0.0 0.0 0.0
0.0 0.0 0.0
0.0 0.0 0.0
0.0 -0.1 0.0
0.1 0.0 0.0

***

(2)
Here is C54H56B3BrFN11O5 as an isolated structure from the Open Molecules 2025 dataset. Energies are from wB97M-V/def2-TZVPD.

Its maximum force is 0.026 Eh/bohr. For the energy above the lowest of the compared OMol25 structures with the same formula, charge and spin, the calculation gives 0.00 kcal per mole. The net charge is 0. The calculation puts the HOMO energy at -9.04 eV.

Last column: Löwdin charge in e.
Element x y z (Å)
1 N 4.592 -1.700 2.145  0.190
2 B 3.715 -1.103 1.154  -0.598
3 O 4.008 0.131 0.534  0.308
4 B 2.902 0.951 0.666  -0.543
5 C 2.887 2.310 1.450  0.064
6 C 2.628 3.421 0.491  -0.478
7 O 2.725 3.301 -0.691  0.160
8 F 2.243 4.576 1.046  0.119
9 O 1.718 0.445 0.158  0.284
10 B 1.455 -0.796 0.694  -0.534
11 C -0.006 -1.083 1.226  -0.014
12 C -0.333 0.061 2.138  -0.789
13 O -0.145 0.056 3.312  0.032
14 Br -1.020 1.673 1.314  0.818
15 O 2.498 -1.697 0.814  0.318
16 H 4.458 -1.193 3.019  0.107
17 H 5.561 -1.503 1.902  0.097
18 H 3.802 2.497 2.018  0.140
19 H 2.082 2.297 2.193  0.128
20 H -0.728 -1.110 0.410  0.126
21 H -0.036 -1.974 1.848  0.130
22 N -3.271 0.802 -1.953  0.059
23 C -3.068 1.177 -3.214  -0.179
24 C -3.364 2.442 -3.697  -0.083
25 C -3.908 3.375 -2.830  -0.104
26 C -4.129 2.999 -1.515  -0.110
27 C -3.794 1.709 -1.131  -0.197
28 H -2.646 0.422 -3.868  0.099
29 H -3.175 2.688 -4.734  0.090
30 H -4.155 4.371 -3.173  0.098
31 H -4.549 3.692 -0.799  0.106
32 H -3.948 1.382 -0.108  0.087
33 N 7.771 6.167 -0.434  0.053
34 C 6.448 6.094 -0.551  -0.151
35 C 5.749 4.899 -0.634  -0.067
36 C 6.466 3.714 -0.597  -0.075
37 C 7.845 3.773 -0.476  -0.074
38 C 8.446 5.021 -0.397  -0.157
39 H 5.924 7.043 -0.578  0.104
40 H 4.673 4.886 -0.730  0.082
41 H 5.957 2.760 -0.664  0.104
42 H 8.445 2.873 -0.444  0.100
43 H 9.522 5.110 -0.300  0.102
44 N 5.781 -5.257 4.108  0.039
45 C 4.864 -4.733 3.292  -0.141
46 C 3.676 -5.373 2.975  -0.064
47 C 3.418 -6.621 3.523  -0.075
48 C 4.365 -7.174 4.371  -0.067
49 C 5.522 -6.455 4.630  -0.157
50 H 5.081 -3.754 2.874  0.067
51 H 2.969 -4.895 2.309  0.093
52 H 2.505 -7.152 3.293  0.074
53 H 4.212 -8.144 4.823  0.101
54 H 6.284 -6.857 5.292  0.102
55 N 1.380 -8.478 1.646  0.048
56 C 1.262 -7.610 0.643  -0.149
57 C 0.910 -7.971 -0.648  -0.069
58 C 0.669 -9.309 -0.914  -0.079
59 C 0.789 -10.225 0.118  -0.071
60 C 1.145 -9.759 1.375  -0.146
61 H 1.463 -6.573 0.890  0.096
62 H 0.828 -7.221 -1.422  0.102
63 H 0.393 -9.632 -1.910  0.106
64 H 0.612 -11.279 -0.044  0.101
65 H 1.246 -10.444 2.209  0.105
66 N 10.003 -4.088 7.368  0.047
67 C 8.886 -4.494 6.767  -0.156
68 C 8.756 -4.650 5.394  -0.070
69 C 9.856 -4.364 4.601  -0.082
70 C 11.028 -3.939 5.208  -0.083
71 C 11.049 -3.820 6.590  -0.167
72 H 8.049 -4.702 7.425  0.101
73 H 7.817 -4.981 4.958  0.055
74 H 9.800 -4.471 3.525  0.103
75 H 11.909 -3.705 4.627  0.097
76 H 11.948 -3.494 7.102  0.099
77 N -8.624 2.782 -1.637  0.053
78 C -9.776 2.141 -1.811  -0.167
79 C -9.865 0.788 -2.103  -0.082
80 C -8.691 0.061 -2.221  -0.083
81 C -7.481 0.711 -2.042  -0.068
82 C -7.504 2.068 -1.753  -0.141
83 H -10.672 2.744 -1.712  0.099
84 H -10.832 0.319 -2.233  0.096
85 H -8.718 -0.997 -2.450  0.101
86 H -6.543 0.179 -2.133  0.082
87 H -6.578 2.611 -1.611  0.074
88 N -5.255 4.341 -6.440  0.060
89 C -6.247 3.728 -7.081  -0.158
90 C -6.173 3.330 -8.408  -0.080
91 C -5.006 3.586 -9.109  -0.083
92 C -3.964 4.224 -8.455  -0.074
93 C -4.139 4.578 -7.125  -0.162
94 H -7.145 3.549 -6.499  0.106
95 H -7.012 2.835 -8.877  0.101
96 H -4.909 3.293 -10.147  0.104
97 H -3.035 4.445 -8.962  0.101
98 H -3.345 5.075 -6.578  0.104
99 N -2.890 0.816 6.156  0.056
100 C -1.623 1.202 6.007  -0.143
101 C -0.940 1.955 6.953  -0.072
102 C -1.605 2.329 8.109  -0.087
103 C -2.922 1.935 8.275  -0.080
104 C -3.515 1.182 7.272  -0.161
105 H -1.139 0.893 5.088  0.072
106 H 0.089 2.240 6.782  0.099
107 H -1.105 2.917 8.869  0.103
108 H -3.481 2.204 9.161  0.098
109 H -4.544 0.852 7.367  0.101
110 N -2.347 5.467 -1.850  0.052
111 C -1.138 4.918 -1.745  -0.130
112 C -0.141 5.404 -0.910  -0.060
113 C -0.414 6.523 -0.142  -0.072
114 C -1.667 7.107 -0.240  -0.069
115 C -2.593 6.542 -1.104  -0.142
116 H -0.963 4.042 -2.361  0.110
117 H 0.818 4.914 -0.873  0.072
118 H 0.337 6.932 0.523  0.105
119 H -1.925 7.982 0.341  0.100
120 H -3.585 6.969 -1.206  0.107
121 N -5.451 -0.855 -4.308  0.065
122 C -5.466 -0.139 -5.430  -0.147
123 C -5.619 -0.693 -6.692  -0.067
124 C -5.761 -2.067 -6.797  -0.081
125 C -5.745 -2.827 -5.638  -0.074
126 C -5.590 -2.173 -4.425  -0.149
127 H -5.347 0.933 -5.307  0.095
128 H -5.625 -0.058 -7.568  0.096
129 H -5.881 -2.538 -7.764  0.104
130 H -5.852 -3.902 -5.670  0.100
131 H -5.576 -2.732 -3.495  0.105

Force components x, y, z for each atom (eV/Å):
0.1 0.5 -0.5
0.3 -0.3 -0.9
-0.1 0.0 1.3
0.3 -0.1 -1.3
0.0 0.3 0.5
0.1 -0.8 -0.6
-0.1 0.6 0.3
0.1 0.1 0.1
-0.2 0.3 0.9
-0.2 -0.5 -1.0
0.0 0.2 0.0
0.0 -0.1 0.5
0.1 0.0 -0.2
-0.1 0.1 -0.2
-0.1 0.4 1.1
-0.1 -0.4 0.2
0.0 0.0 0.1
0.1 0.1 -0.2
0.0 0.0 0.0
0.0 -0.1 -0.1
-0.1 -0.2 -0.2
0.1 0.0 0.0
0.1 -0.1 0.1
0.0 0.0 0.0
-0.3 0.0 -0.2
0.1 -0.2 0.0
0.0 0.1 0.1
0.0 0.0 0.0
0.0 0.0 0.0
0.0 -0.2 0.0
0.0 0.0 0.0
0.0 0.0 0.0
0.0 0.0 0.0
0.0 0.1 0.0
0.0 -0.1 0.0
0.0 0.0 0.0
0.0 0.0 0.0
0.0 0.0 0.0
0.0 0.0 0.0
0.0 0.1 -0.1
0.0 0.0 0.0
0.0 0.0 0.0
0.0 0.0 0.0
-0.1 -0.1 -0.1
0.1 0.0 0.0
0.0 0.0 0.0
0.0 0.1 0.1
0.0 0.0 0.0
0.0 0.0 0.0
-0.1 -0.3 0.1
0.0 0.0 0.0
0.0 0.0 0.0
0.0 0.0 0.0
0.0 0.0 0.0
-0.1 0.0 -0.1
0.0 0.0 0.0
0.0 0.0 0.0
0.0 0.0 0.0
0.0 0.0 0.0
0.0 0.0 0.1
0.0 0.0 0.0
0.0 0.0 0.0
0.0 0.0 0.0
0.0 0.0 0.0
0.0 0.0 0.0
0.0 0.0 0.0
0.0 0.0 0.0
0.0 -0.1 0.0
0.0 0.0 0.0
0.0 0.0 0.0
0.0 0.0 0.0
0.0 0.0 0.0
0.1 0.2 0.1
0.0 0.0 0.0
0.0 0.0 0.0
0.0 0.0 0.0
0.0 0.0 0.0
0.0 0.0 0.0
0.0 0.0 0.0
0.0 0.0 0.0
0.0 0.0 0.0
0.0 0.0 0.0
0.0 0.0 0.0
0.0 0.0 0.0
0.0 0.0 0.0
0.0 0.1 0.0
-0.1 -0.1 0.0
0.0 0.0 0.0
0.0 0.0 0.1
0.0 0.0 0.0
0.0 0.0 0.0
0.0 0.0 0.0
0.0 0.0 0.0
0.0 0.0 0.0
0.0 0.0 0.0
0.0 0.0 0.0
0.0 0.0 0.0
0.0 0.0 0.0
0.0 0.0 0.0
0.0 0.0 -0.1
0.0 0.0 0.0
0.0 0.0 0.0
0.0 0.0 0.0
0.0 0.0 0.0
0.0 0.1 0.1
0.0 0.0 0.0
0.0 0.0 0.0
0.0 0.0 0.0
0.0 0.0 0.0
0.3 0.4 0.1
0.0 0.0 0.0
-0.2 0.0 -0.1
0.0 0.0 0.0
0.0 0.0 0.0
0.0 0.0 0.0
0.0 0.0 0.0
0.1 0.0 -0.1
0.0 0.0 0.0
0.0 0.0 0.0
0.0 0.0 0.0
0.0 -0.1 -0.1
0.0 0.1 0.0
0.0 0.0 0.0
0.0 0.0 0.0
0.0 0.0 0.0
0.0 0.0 0.1
0.0 0.0 0.0
0.0 0.0 0.0
0.0 0.0 0.0
0.0 0.0 0.0
0.0 0.0 0.0